# 1
C16H41GaN2O2 | ωB97M-V with the def2-TZVPD basis set

XYZ file:
```
62
Properties=species:S:1:pos:R:3:lowdin_charge:R:1
Ga 1.7278 4.4216 1.6488 0.26
O -2.1710 3.6479 1.0311 -0.16
O -0.9890 -1.8936 -1.6450 -0.21
N 2.8080 5.1010 0.1743 -0.19
N -2.5439 -3.7921 0.1817 -0.26
C -2.3533 -5.3544 -1.8709 -0.05
C -0.9748 4.2558 0.5333 -0.35
C -2.1958 2.2858 0.7311 -0.31
C 4.4172 3.1258 0.6000 -0.28
C -1.0517 -3.7731 0.4763 -0.16
C -0.1454 -2.1525 -2.7638 -0.06
C -0.5787 -2.5620 1.2571 -0.04
C -2.1907 1.9433 -0.7949 -0.09
C 4.2135 4.6071 0.1573 -0.36
C 5.9356 1.1144 0.7441 -0.14
C -3.2807 -3.8060 1.5014 0.01
C -3.0471 -2.5614 -0.5645 -0.06
C -2.3527 -2.1796 -1.8643 -0.20
C -0.2145 5.0940 1.6218 -0.28
C -2.9212 -5.1032 -0.4859 -0.16
C 5.7586 2.5116 0.0516 -0.27
H -2.9544 -1.7344 0.1386 0.13
H 4.4698 3.0378 1.7000 0.09
H 4.5811 4.6628 -0.8918 0.09
H -3.1090 -2.8658 2.0160 0.10
H 0.5646 -1.3320 -2.8541 0.10
H 3.6052 2.5128 0.1791 0.07
H 5.7601 2.4269 -1.0472 0.09
H -0.7029 -2.2477 -3.6972 0.09
H -2.4007 -6.4238 -2.0816 0.10
H 2.5004 4.7524 3.0241 -0.10
H -0.3408 6.1795 1.4673 0.03
H 4.7752 5.3112 0.8005 0.10
H -0.7967 -1.6208 0.7565 0.08
H -0.6877 4.8303 2.5891 0.04
H 6.6926 0.4874 0.2474 0.05
H -1.3148 -5.0491 -1.9838 0.08
H -1.0037 -2.5235 2.2603 0.08
H -1.8298 2.7516 -1.4460 0.07
H 0.5035 -2.6210 1.3740 0.10
H 6.5654 3.1926 0.3878 0.10
H -1.5115 1.0775 -0.9379 0.06
H -2.9125 -4.6428 2.0901 0.12
H 1.6270 2.7951 1.5546 -0.08
H -1.2523 4.9612 -0.2831 0.11
H -0.8492 -4.6790 1.0528 0.14
H 4.9523 0.6208 0.8334 0.06
H -0.2648 3.5342 0.0871 0.06
H -1.3944 1.7044 1.2280 0.11
H -2.9571 -4.8772 -2.6401 0.08
H -3.1533 1.8997 1.1386 0.11
H -0.5211 -3.8602 -0.4645 0.10
H -2.5820 -5.8868 0.1921 0.13
H -2.4859 -2.9331 -2.6382 0.10
H 2.3979 4.7900 -0.7039 0.00
H -4.0102 -5.1348 -0.5236 0.13
H -2.8307 -1.2651 -2.2348 0.14
H 0.4165 -3.0745 -2.5814 0.09
H -4.3425 -3.9219 1.2954 0.11
H -3.1924 1.6381 -1.1574 0.06
H 6.2460 1.3316 1.7845 0.07
H -4.1076 -2.7346 -0.7512 0.15
```

Results
Net charge: 0
Maximum force, eV/Å: 2.319
LUMO, eV: -1.01
Kohn-Sham gap, eV: 4.43

# 2
C16H41N3O8 | ωB97M-V with the def2-TZVPD basis set

XYZ file:
```
68
Properties=species:S:1:pos:R:3:lowdin_charge:R:1
O -2.6599 0.2835 3.2016 -0.06
O -7.3250 0.4082 -1.6054 -0.04
O -2.0049 2.6477 5.1380 -0.10
O 1.5334 -2.8459 3.4897 -0.09
O 4.4563 -3.4320 4.6290 -0.08
O -2.7522 7.4290 5.1550 0.01
O -4.6723 2.2385 -0.9699 -0.08
O 4.5198 -2.7092 -5.1943 -0.02
N -2.1865 9.6435 5.1255 0.15
N -0.6951 8.1599 4.8007 0.15
N 3.3344 -2.3342 -4.6526 -0.16
C 2.2683 -3.4011 -4.7703 -0.47
C 2.5667 -4.5383 -3.7227 -0.02
C 2.0976 -0.6868 -3.3455 -0.15
C 3.0975 -3.7648 5.1106 -0.22
C -6.8690 1.0799 -0.4783 -0.26
C -6.0692 2.4374 -0.7198 -0.23
C 2.1708 -2.6451 4.8039 -0.23
C 0.9413 -1.7756 -3.2519 -0.15
C 0.9409 -2.6505 -4.5188 -0.15
C 3.9705 -1.9582 -2.2210 -0.03
C -1.9513 8.3598 5.0796 -0.77
C 3.4774 -1.2816 -3.5364 -0.45
C 4.3513 -0.0949 -4.0842 -0.03
C -2.8548 1.4645 5.4142 -0.16
C -3.6117 0.9047 4.0602 -0.24
C 2.1247 -4.0729 -6.1490 -0.04
H 2.0023 0.0198 -2.5211 0.12
H -3.1192 10.0218 5.0422 0.12
H 3.0738 -3.9617 6.1824 0.12
H -4.6528 2.0150 -1.9033 0.07
H 0.7561 -2.0214 -5.3894 0.11
H -6.1824 0.5020 0.1403 0.11
H -7.6171 1.4844 0.2035 0.11
H -1.4577 10.3390 5.0528 0.11
H 4.0045 0.2456 -5.0598 0.08
H -4.5210 0.3514 4.2950 0.10
H 0.2012 -3.4509 -4.5385 0.12
H 4.6736 -2.7899 -2.2673 0.08
H -3.5990 1.8198 6.1270 0.10
H 1.5276 -3.5109 -6.8671 0.08
H 4.3290 -1.2456 -1.4782 0.08
H 2.8130 -4.7002 4.6288 0.12
H -6.8565 0.7699 -2.3612 0.08
H 4.4004 -2.2653 -6.0370 0.10
H 1.2666 -2.6941 5.4106 0.11
H 5.4222 -0.2361 -3.9376 0.08
H 0.8558 -2.1727 3.3927 0.07
H 2.7517 -4.1600 -2.7173 0.06
H 1.7083 -5.0686 -5.9961 0.08
H 3.1094 -2.3943 -1.7146 0.05
H 1.7872 -5.2992 -3.7615 0.07
H 1.8015 -0.1211 -4.2289 0.11
H 1.0040 -2.3291 -2.3150 0.10
H 3.9504 0.7383 -3.5069 0.07
H -6.5442 3.0386 -1.4951 0.11
H 3.3603 -5.1483 -4.1542 0.08
H -6.0746 3.0802 0.1605 0.11
H -4.0115 1.8015 3.5868 0.10
H -0.1732 9.0242 4.8292 0.10
H 2.6256 -1.6675 4.9639 0.12
H 3.0594 -4.1687 -6.7015 0.08
H -0.3992 7.2285 4.5459 0.13
H -2.8219 0.8853 2.4714 0.08
H 4.2695 -3.5087 3.6905 0.07
H -0.0076 -1.2442 -3.1780 0.10
H -2.3061 0.5531 5.6513 0.11
H -2.6082 3.3745 4.9664 0.07
```

Results
ΔE to the lowest compared entry with this formula, charge and spin, kJ/mol: 387.7
Net charge: 0
Maximum force, eV/Å: 4.964
SMILES string: CC1(C)CCCC(C)(C)N1O.NC(N)=O.OCCO.OCCO.OCCO
LUMO, eV: 0.35
Kohn-Sham gap, eV: 8.06

# 3
C16H41N5O8 | ωB97M-V with the def2-TZVPD basis set

XYZ file:
```
70
Properties=species:S:1:pos:R:3:lowdin_charge:R:1
O -5.3109 2.6315 1.4447 0.18
O -0.5002 0.3188 0.6776 0.11
O -1.6445 -5.4096 -1.0424 0.16
O -2.0066 -0.6657 -0.6139 -0.01
O 1.9946 1.1787 -1.4017 0.14
O 2.9030 -1.0027 1.3274 0.12
O 2.6645 4.2366 0.3054 0.17
O -0.4217 -1.8017 0.4147 -0.01
N -4.5451 0.6915 0.3361 0.13
N -1.8743 -3.2411 -2.0372 0.10
N 0.5985 2.3902 -2.9585 0.14
N 2.6831 -2.5606 3.1260 0.09
N 3.9564 3.1985 1.9993 0.13
C 4.7374 2.1085 1.2082 0.07
C 1.2575 -2.4990 3.4210 0.01
C -4.4147 2.0757 0.8231 -0.40
C 2.9555 -2.1765 1.6391 -0.29
C -0.6519 1.6547 -2.3600 0.05
C -3.7474 -4.3660 -0.6231 0.04
C 3.1791 -3.4088 0.7062 0.06
C 1.4751 2.9596 1.9288 0.04
C 2.9528 3.0677 -2.5668 0.03
C 1.9007 2.1093 -2.1970 -0.36
C -2.3591 -4.4179 -1.2068 -0.34
C -3.1534 2.8223 0.6476 0.02
C -1.0328 -0.7350 0.1136 -0.87
C -5.7265 0.6527 -0.7511 0.11
C 2.6538 3.5324 1.2793 -0.40
C -0.3824 -3.2396 -2.5016 0.06
H -5.4861 1.2765 -1.6120 0.11
H -3.7190 -4.8106 0.3717 0.11
H -6.6431 0.9365 -0.2340 0.11
H 3.1995 -1.9388 3.7316 0.18
H -1.9292 -2.3800 -1.5122 0.08
H -3.6803 0.3553 -0.0629 0.10
H -4.4269 -4.8675 -1.3123 0.12
H 0.2924 -3.2173 -1.6458 0.08
H -2.2637 2.1959 0.7124 0.06
H 4.0782 1.2963 0.9022 0.07
H -0.3126 -2.3139 -3.0729 0.09
H -0.2696 -4.1245 -3.1280 0.11
H 3.7916 2.8647 2.9382 0.17
H 1.5779 1.8806 1.8140 0.09
H 0.7076 -2.8763 2.5588 0.10
H 0.9970 -1.4491 3.5549 0.11
H -0.5394 0.5713 -2.3183 0.08
H -2.5138 -3.1538 -2.8140 0.18
H 4.5012 4.0489 1.9849 0.19
H -0.8374 2.0590 -1.3649 0.08
H -4.0506 -3.3288 -0.4809 0.07
H 0.9803 -3.0975 4.2889 0.13
H 3.7525 2.8069 -1.8735 0.10
H -4.7970 0.1014 1.1162 0.19
H 0.1203 -0.3931 0.8504 0.05
H -5.7094 -0.4155 -0.9672 0.10
H 2.2748 -3.7036 0.1739 0.10
H 5.5242 1.7338 1.8629 0.12
H 0.7844 2.2472 -3.9409 0.19
H 2.6866 4.0983 -2.3320 0.11
H -3.0988 3.1652 -0.3856 0.10
H 3.7472 -4.2037 1.1893 0.10
H 0.5721 3.3594 1.4673 0.11
H -3.0178 3.7276 1.2393 0.12
H 3.2006 2.9865 -3.6252 0.13
H 1.4429 3.2426 2.9809 0.12
H 5.1031 2.5872 0.2997 0.11
H 3.8148 -3.0726 -0.1129 0.10
H 3.0696 -3.4588 3.3788 0.18
H 0.5177 3.3903 -2.8428 0.17
H -1.5823 1.7694 -2.9162 0.11
```

Results
ΔE to the lowest compared entry with this formula, charge and spin, kJ/mol: 260.2
Net charge: +4
Maximum force, eV/Å: 5.258
LUMO, eV: -10.24
Kohn-Sham gap, eV: 9.62

# 4
C16H42F6NO18S2Tl | ωB97M-V with the def2-TZVPD basis set

XYZ file:
```
86
Properties=species:S:1:pos:R:3:lowdin_charge:R:1
Tl -2.7967 2.9398 -0.7610 1.15
S -0.5820 -0.1459 1.4559 0.60
S -0.2596 0.1894 -1.0350 0.62
F -1.4558 -1.0303 3.7387 0.17
F -2.5611 0.8019 3.0232 0.14
F -2.9480 -1.1087 2.2057 0.11
F -1.0946 -1.4060 -2.9424 0.15
F -1.9565 -1.9066 -0.9937 0.18
F 0.0604 -2.4559 -1.4819 0.13
O 1.8550 -7.6940 -2.9780 0.05
O 3.4925 -1.3090 -0.7671 -0.03
O -4.8550 3.0503 7.6835 0.00
O -1.5876 5.6799 -0.9065 -0.16
O 2.0608 2.9495 2.2711 -0.03
O 1.1389 0.0653 -0.6996 -0.30
O 3.3755 -0.2774 -3.2113 -0.02
O -0.2005 -1.5310 1.2246 -0.27
O -4.7774 0.9485 0.5092 -0.16
O 2.4621 -1.5317 -5.6242 0.03
O 0.4448 0.6170 2.1523 -0.27
O 2.8534 -3.2801 -3.1240 -0.07
O -3.5088 0.3624 -2.0596 -0.17
O -3.9055 0.9061 5.7389 -0.02
O 0.4345 -6.5365 -0.7390 0.02
O -0.5010 1.1972 -2.0398 -0.33
O 4.5632 1.1650 3.1891 -0.02
O 0.0205 3.3421 -0.0829 -0.15
N -1.2624 0.6544 0.2577 -0.28
C 3.4374 3.1675 2.4031 -0.21
C -5.0155 -0.2543 -0.2784 -0.20
C -0.8874 -1.5266 -1.6396 -0.66
C 0.1488 -6.2366 -2.0914 -0.16
C -1.9536 -0.3419 2.7250 -0.64
C 0.2592 4.6549 0.3580 -0.26
C -0.2283 5.7860 -0.5179 -0.23
C 4.3000 1.9569 2.0105 -0.18
C 1.7282 -0.5678 -4.8942 -0.17
C 1.4939 -6.3543 -2.8621 -0.19
C -4.1154 2.3098 5.6398 -0.22
C 2.5977 0.4298 -4.1388 -0.16
C -4.8837 0.1774 -1.7294 -0.23
C 3.6124 -2.7116 -0.9254 -0.19
C 4.0529 -3.0874 -2.3257 -0.16
C -3.6965 3.1161 6.8892 -0.17
H -0.2300 4.7414 1.3424 0.13
H -5.5313 1.0347 -1.9203 0.13
H 1.9076 1.0470 -3.5521 0.12
H -5.0810 2.1267 7.8587 0.11
H 3.7990 4.0098 1.8128 0.13
H -6.0379 -0.6076 -0.1226 0.13
H 1.0410 -0.0632 -5.5694 0.14
H 2.3357 -2.4787 -2.9562 0.05
H -2.9851 2.4527 7.4014 0.14
H 0.6145 2.7820 0.4425 0.07
H -4.3700 -1.1002 -0.0580 0.11
H 5.2500 2.3173 1.6083 0.13
H 4.3768 -3.0408 -0.2064 0.15
H -1.8701 6.5547 -1.1922 0.10
H 1.2640 4.8978 0.7190 0.12
H 4.5778 -2.2870 -2.8487 0.12
H -5.2607 -0.6228 -2.3767 0.13
H -0.3086 -5.2456 -2.1207 0.12
H -0.0527 6.5956 0.2001 0.13
H 3.2097 1.1121 -4.7336 0.15
H 2.7198 -3.2842 -0.6595 0.13
H -3.3051 -0.4051 -2.5926 0.07
H -0.5270 -6.9846 -2.5013 0.14
H -3.5975 2.6982 4.7432 0.13
H 3.8577 1.3856 1.1946 0.12
H 0.3842 5.9621 -1.4050 0.13
H 2.3029 -5.8166 -2.3689 0.11
H 3.5203 -0.0593 -2.2827 0.09
H -5.6033 1.0350 0.9954 0.09
H 2.9347 -2.1247 -5.0202 0.08
H 4.6520 -3.9923 -2.3829 0.13
H -3.4192 4.1481 6.7101 0.13
H -5.1625 2.4121 5.3410 0.13
H 2.8184 -1.2177 -0.0755 0.09
H 5.3475 1.5829 3.5632 0.10
H 3.7234 3.3351 3.4447 0.13
H 2.6949 -7.9008 -2.5542 0.12
H -4.5436 0.5305 5.1223 0.10
H 1.1527 -1.1692 -4.1816 0.11
H 1.8173 2.2106 2.8458 0.09
H 1.3274 -5.9898 -3.8853 0.15
H 0.8968 -5.7559 -0.4057 0.10
```

Results
ΔE to the lowest compared entry with this formula, charge and spin, kJ/mol: 32.3
Net charge: +2
Maximum force, eV/Å: 3.622
LUMO, eV: -12.39
Kohn-Sham gap, eV: 1.27

no.,E (eV)
1,-76702.06115
2,-38101.83484
3,-41047.19697
4,-98258.94252